# 1
This record from OMol25 describes a cluster of 2 separate species, C3H9NO4 in total. The level of theory is ωB97M-V/def2-TZVPD.

Cartesian coordinates (Å):
1 N -0.1932 0.3450 -0.2768
2 C 0.5442 -0.8851 -0.0040
3 C 1.2962 -0.7651 1.2935
4 O 2.4009 0.1449 1.0237
5 C -0.4662 -1.9972 -0.1114
6 O -1.3166 -2.0826 -0.9449
7 O -0.1205 -3.0402 0.7088
8 H 0.3072 1.1490 0.1137
9 H -0.3431 0.5296 -1.2514
10 H 1.2414 -1.1039 -0.8287
11 H 1.6544 -1.7402 1.6883
12 H 0.8752 -0.4364 2.2479
13 H 3.2130 -0.3617 0.8666
14 H -0.8418 -3.6123 0.9965
15 O -2.4350 4.7621 -1.7147
16 H -3.2323 5.2647 -1.8834
17 H -2.5837 3.8293 -1.9236

Properties
Orbital gap in eV: 10.11
Energy above the lowest of the compared OMol25 structures with the same formula, charge and spin in kJ/mol: 92.2
E_LUMO in eV: 0.59
Charge: 0



# 2
This record from OMol25 describes a structure of composition C3H9NO4. The level of theory is ωB97M-V/def2-TZVPD.

Cartesian coordinates (Å):
1 C -1.9345 0.9552 0.9975
2 O -0.9932 0.1409 1.6249
3 O 0.8528 0.7290 0.5069
4 H 1.0459 0.4060 1.3971
5 H -2.7291 1.1449 1.7356
6 H -1.4940 1.9026 0.6808
7 H -2.3727 0.4517 0.1258
8 C 1.5955 0.4196 -1.7463
9 C 1.3136 -0.2644 -0.4310
10 N -0.7376 -1.8656 0.2124
11 O -0.4630 -1.1142 -0.8035
12 O 1.9417 -1.1978 0.0354
13 H -1.1577 -1.1939 1.3027
14 H 0.1527 -2.2665 0.5719
15 H 2.2127 1.2975 -1.5897
16 H 2.1023 -0.2736 -2.4056
17 H 0.6645 0.7286 -2.2149

Properties
Orbital gap (spin up / spin down) in eV: 6.91 / 7.92
Energy above the lowest of the compared OMol25 structures with the same formula, charge and spin in kJ/mol: 652.9
E_LUMO (spin up / spin down) in eV: -2.62 / -1.92
Charge: 0



# 3
This record from OMol25 describes a cluster of 3 separate species, C3H9NO4 in total. The level of theory is ωB97M-V/def2-TZVPD.

Cartesian coordinates (Å):
1 C 1.1859 1.6189 -0.0579
2 C 0.0135 1.1216 0.7697
3 O 0.0917 1.1019 1.9871
4 N -1.0524 0.5159 0.1161
5 C -0.8162 -0.3124 -1.0496
6 O -1.5816 -1.2026 -1.3158
7 H 1.4064 0.6925 -0.6280
8 H 0.9911 2.4653 -0.5910
9 H 2.0657 1.7777 0.5411
10 H -1.9579 0.3740 0.5586
11 H -0.0660 0.0366 -1.6570
12 O -2.8968 -0.9889 1.8308
13 H -3.0959 -1.5690 1.1509
14 H -1.9666 -0.9689 2.1026
15 O 2.6414 -1.4989 -0.9334
16 H 1.8519 -1.1208 -1.2654
17 H 3.1856 -2.0429 -1.5588

Properties
Orbital gap in eV: 10.78
Energy above the lowest of the compared OMol25 structures with the same formula, charge and spin in kJ/mol: 91.9
E_LUMO in eV: 0.40
Charge: 0